DFT (the ωB97M-V functional and the def2-TZVPD basis) results for a molecular structure, C8H7EuN2O5S.

Element x y z (Å)
O 3.43398 -7.08176 -1.01335
C 3.05345 -6.16584 -0.47800
Eu 1.34013 -2.15158 0.06388
C 0.72296 -0.40832 1.17777
O 0.35586 0.40770 1.91944
C 0.77674 -0.79976 -1.96818
O 0.56031 -0.27694 -2.97439
C -0.65245 -2.94173 -0.39650
O -1.69568 -3.43473 -0.56906
C 3.22788 -1.17222 -0.45367
O 4.35274 -0.93938 -0.64178
H 1.75420 -3.22027 -1.59293
S -1.49867 -0.42831 -0.64988
C -1.40486 1.15301 0.01446
N -2.20164 1.55150 1.01067
C -2.01198 2.93510 1.40107
C -0.88255 3.38348 0.48313
N -0.62497 2.19446 -0.31934
H -2.84372 0.92300 1.44943
H -1.74156 2.99183 2.45477
H -2.94133 3.47217 1.21593
H 0.01022 3.65630 1.04730
H -1.18724 4.20440 -0.16431
H 0.09817 2.14789 -1.01645

Values from the calculation:
- frontier orbital gap (spin up / spin down) (eV) = 6.4370 / 6.8095
- ⟨S²⟩ = 15.8013
- total charge = +1
- multiplicity = 8
- DFT total energy (eV) = -51778.4787

***

DFT (the ωB97M-V functional and the def2-TZVPD basis) results for a molecular structure, C56H50F5GeN3P2SV.

Element x y z (Å)
V -0.15828 -1.21909 -0.44827
C -2.35429 -1.70925 -4.45363
C -3.32243 -2.29619 -3.34859
P -2.87778 -2.13982 -1.55221
C -3.40461 -3.82314 -1.05479
C -3.07462 -4.93207 -1.88205
C -3.59130 -6.18400 -1.59097
C -4.33894 -6.35761 -0.44957
C -4.64694 -5.30116 0.38141
C -4.16365 -4.01016 0.07598
C -4.17250 -1.00908 -0.92367
C -5.42038 -1.33804 -0.46626
C -6.32541 -0.45294 0.06982
C -6.02485 0.89321 0.15510
C -4.77681 1.28692 -0.30795
C -3.88280 0.37993 -0.82573
C -1.80187 -0.34580 -4.19113
P -0.32809 -0.40606 -3.09690
C 0.24968 1.30379 -2.94533
C -0.60896 2.42262 -3.16240
C -0.09916 3.68538 -3.00150
C 1.22079 3.91742 -2.59897
C 2.07211 2.82910 -2.44231
C 1.60389 1.54190 -2.71598
C 0.88769 -1.19151 -4.21499
C 1.77388 -2.12496 -3.64289
C 2.73657 -2.73389 -4.42737
C 2.73007 -2.55444 -5.79489
C 1.86491 -1.67110 -6.40179
C 0.99172 -0.96814 -5.59572
H -2.92682 -1.69573 -5.40995
H -1.61384 -2.47000 -4.71037
H -3.43413 -3.35602 -3.59177
H -4.32545 -1.82801 -3.49029
H -2.44711 -4.84199 -2.73379
H -3.26456 -7.03555 -2.20916
H -4.67508 -7.30873 -0.17482
H -5.23176 -5.48326 1.25221
H -4.35713 -3.14237 0.69256
H -5.76462 -2.34403 -0.53390
H -7.28106 -0.82027 0.38988
H -6.71420 1.58756 0.60422
H -4.46093 2.31998 -0.27476
H -2.91017 0.73568 -1.14370
H -2.60245 0.14562 -3.66198
H -1.63362 0.22255 -5.08851
H -1.65230 2.25628 -3.33616
H -0.68566 4.51773 -3.19288
H 1.60539 4.92958 -2.57699
H 3.10730 3.00365 -2.16034
H 2.26332 0.64717 -2.52692
H 1.80614 -2.23290 -2.56572
H 3.43537 -3.40914 -3.91279
H 3.40832 -3.09037 -6.43216
H 1.91765 -1.46140 -7.46512
H 0.41097 -0.14253 -6.05773
C -2.58090 2.52256 1.36719
N -1.37653 2.80678 2.09976
C -1.62629 3.74641 3.15379
C -1.30925 3.69606 4.41566
N -0.44872 -2.09852 1.14869
C -0.24806 2.25808 1.72142
S 0.03748 1.31047 0.33236
C -0.16889 -3.35377 0.70934
C -0.11585 -4.46986 1.48601
C 0.24629 -5.64617 0.82581
C 0.57301 -5.73589 -0.52644
C 0.39927 -4.57877 -1.21440
N 0.03994 -3.44360 -0.63055
H -3.42285 2.15377 1.97494
H -2.37082 1.82868 0.58141
H -2.96023 3.46767 0.87960
H -2.25480 4.57091 2.73647
H -1.64040 4.48962 5.06776
H -0.35538 -4.46399 2.53452
H 0.31838 -6.56537 1.40349
H 0.78931 -6.62651 -1.02892
H 0.49503 -4.46281 -2.30700
C 5.08319 -0.26548 1.98140
C 5.06815 1.06966 1.66397
C 3.96644 1.85943 1.96522
C 2.80251 1.34121 2.46367
C 2.75829 -0.05889 2.60629
C 3.85720 -0.84122 2.41946
Ge 1.33283 2.68748 2.86233
C 1.96907 4.50594 3.09781
C 1.90191 4.99013 4.41388
C 2.47161 6.20152 4.77783
C 3.06759 6.96245 3.79958
C 3.12951 6.49805 2.45823
C 2.58223 5.26337 2.11087
C 0.70003 2.17024 4.63038
C -0.49816 2.67688 5.14466
C -0.96761 2.30144 6.39166
C -0.34856 1.36575 7.16297
C 0.88113 0.84784 6.74643
C 1.33669 1.21046 5.46784
H 5.95290 -0.93130 1.88626
H 5.93534 1.52152 1.22529
H 4.06868 2.90457 1.69117
H 1.82305 -0.49236 3.00261
H 3.74325 -1.90306 2.49196
H 1.59244 4.30137 5.19496
H 2.46202 6.56538 5.74748
H 3.40895 7.94791 3.95041
H 3.69170 7.13928 1.77603
H 2.61719 4.91132 1.06731
H -0.50487 -2.00009 2.14409
H -1.91585 2.75427 6.73575
H -0.78143 1.01902 8.07352
H 1.44983 0.15860 7.43425
H 2.29164 0.85850 5.08008
F 6.85581 0.11039 -0.66248
C 6.30713 0.72239 -1.63711
F 1.59087 -0.93315 -0.89734
C 5.99248 -0.32572 -2.75504
F 6.30202 0.21887 -3.93079
F 6.64952 -1.48513 -2.59153
F 4.62233 -0.44987 -2.75783

Values from the calculation:
- frontier orbital gap (spin up / spin down) (eV) = 7.8438 / 7.8770
- ⟨S²⟩ = 2.0165
- total charge = +1
- multiplicity = 3
- DFT total energy (eV) = -188549.4746

***

DFT (the ωB97M-V functional and the def2-TZVPD basis) results for 2 unconnected molecules or ions with the total composition C4H15N2O.

Element x y z (Å)
C 0.52785 -0.67331 1.47590
N 1.40300 0.42338 1.84874
C -0.45582 -0.21290 0.38696
N -0.60641 -1.28728 -0.68156
C -0.30380 -0.77361 -2.03635
C -1.83570 0.22379 0.88512
H -0.04690 -1.04826 2.32157
H 1.10467 -1.53616 1.14883
H 1.16381 0.79859 2.75871
H 2.35028 0.08430 1.95474
H 0.03467 0.62403 -0.10648
H -1.55594 -1.64940 -0.62811
H -0.01804 -2.09264 -0.48412
H -0.48466 -1.51077 -2.80674
H 0.74557 -0.49842 -2.06195
H -0.83004 0.16033 -2.19724
H -2.61033 0.04590 0.13112
H -1.82267 1.29364 0.95249
H -2.05611 -0.29986 1.80998
H 1.67983 3.08448 -2.22539
H 2.19463 2.21131 -1.02953
O 1.42213 2.63284 -1.41669

Values from the calculation:
- frontier orbital gap (eV) = 10.4889
- total charge = +1
- DFT total energy (eV) = -9412.3727

***

DFT (the ωB97M-V functional and the def2-TZVPD basis) results for 2 unconnected molecules or ions with the total composition C9H14.

Element x y z (Å)
C -3.21345 1.89660 1.85039
C -2.09743 1.14850 1.15091
C -1.96344 1.19748 -0.23606
C -1.06396 0.38854 -0.90708
C -0.29298 -0.54182 -0.20795
C -0.42647 -0.59341 1.16705
C -1.32840 0.21487 1.83223
H -3.35849 2.87252 1.39082
H -3.03700 1.92738 2.91907
H -4.13643 1.34907 1.65300
H -2.50565 1.92176 -0.82611
H -1.01686 0.40689 -1.98764
H 0.35504 -1.23867 -0.72788
H 0.13197 -1.32912 1.74767
H -1.43782 0.04712 2.89958
C 3.23055 -1.79478 -0.97946
C 3.13885 -0.60428 -1.96340
H 2.42022 -1.77696 -0.25154
H 3.15504 -2.75816 -1.48946
H 4.14060 -1.70228 -0.39786
H 4.08915 -0.08191 -2.00318
H 2.31171 0.04328 -1.68307
H 2.90525 -0.99262 -2.95002

Values from the calculation:
- frontier orbital gap (eV) = 10.1085
- DFT total energy (eV) = -9559.8667

***

DFT (the ωB97M-V functional and the def2-TZVPD basis) results for a molecular structure, C34H38N4O12S.

Element x y z (Å)
C 7.11605 -2.29355 -0.34276
C 6.00154 -3.23912 -0.91743
C 5.98313 -3.20204 -2.47152
C 5.45910 -4.50307 -3.13667
C 5.50842 -4.38152 -4.70193
C 4.28571 -5.10491 -5.34222
C 3.19858 -4.15090 -5.95123
C 2.08692 -3.86667 -4.90088
C 2.13411 -2.56812 -4.09022
C 1.16726 -2.41210 -3.12091
C 1.05556 -1.21093 -2.27723
C -0.10560 -1.19914 -1.25421
C -0.08954 -2.54140 -0.47856
N -0.96938 -2.51595 0.72818
C 1.90504 -0.14790 -2.40036
N 1.78495 1.03423 -1.57071
C 2.97111 -0.23573 -3.36867
N 3.90429 0.63736 -3.67643
S 4.85353 0.02996 -4.86263
N 4.09231 -1.40640 -5.03086
C 3.06313 -1.46670 -4.19925
H 7.90024 -2.09484 -1.09297
H 6.70484 -1.30881 -0.05530
H 7.57494 -2.74321 0.55612
H 5.04098 -2.81500 -0.57335
H 6.11560 -4.26727 -0.53386
H 5.32224 -2.37682 -2.80340
H 7.00047 -3.02557 -2.87139
H 6.13123 -5.32746 -2.81679
H 4.45487 -4.80178 -2.77260
H 6.40523 -4.95939 -5.00843
H 5.67290 -3.35423 -5.05399
H 3.83004 -5.86743 -4.68304
H 4.67747 -5.68420 -6.20659
H 2.72261 -4.75769 -6.75125
H 3.62377 -3.27826 -6.46028
H 2.08707 -4.71183 -4.18455
H 1.10058 -3.92607 -5.40424
H 0.43743 -3.21572 -2.98248
H -1.03355 -1.09751 -1.85032
H -0.03554 -0.32428 -0.59195
H -0.41882 -3.39617 -1.09300
H 0.96353 -2.74055 -0.18486
H -1.39751 -3.43619 0.77978
H -0.35603 -2.39401 1.52985
H 2.39376 1.73270 -2.00476
H 2.27947 0.78262 -0.71008
C -2.96517 -0.42032 2.60211
C -2.97963 0.85566 3.00585
C -3.68854 1.27529 4.25754
O -3.65471 2.44659 4.59181
C -4.39523 0.25314 5.02171
C -4.38339 -1.02155 4.61664
C -3.65159 -1.44561 3.37970
O -3.65840 -2.62312 3.06679
O -5.02195 -1.98585 5.29106
O -2.36303 1.82299 2.31769
H -2.45439 -0.73739 1.70085
H -4.91614 0.57284 5.91241
H -4.85607 -2.80814 4.79239
H -2.52262 2.64475 2.81887
C 0.44310 4.09199 -2.36333
C 1.24397 4.95323 -2.99988
C 0.69444 6.10338 -3.78674
O 1.46896 6.86819 -4.33126
C -0.75424 6.25019 -3.86670
C -1.55625 5.38666 -3.23240
C -1.00500 4.25161 -2.42295
O -1.77927 3.50744 -1.85202
O -2.88781 5.48769 -3.28432
O 2.57673 4.83521 -2.96786
H 0.82984 3.26040 -1.79136
H -1.13977 7.07360 -4.45142
H -3.22846 4.74850 -2.74492
H 2.92005 5.57693 -3.50122
C -7.53190 2.38836 8.16044
C -8.34602 3.12066 8.93015
C -8.07965 4.57228 9.19722
O -8.86285 5.19532 9.88907
C -6.88481 5.16958 8.61449
C -6.06919 4.43566 7.84733
C -6.35049 2.99359 7.55999
O -5.58076 2.38481 6.84113
O -4.96442 4.94474 7.29630
O -9.43695 2.60242 9.50020
H -7.71392 1.34187 7.95879
H -6.69417 6.21194 8.82774
H -4.55695 4.21283 6.79032
H -9.84745 3.33526 9.99802

Values from the calculation:
- frontier orbital gap (eV) = 6.8550
- DFT total energy (eV) = -77237.9009

***

DFT (the ωB97M-V functional and the def2-TZVPD basis) results for a single C5H9NO2 molecule.

Element x y z (Å)
C 1.13821 -1.99573 -0.25508
C 1.70291 -0.66241 -0.05128
O 2.80421 -0.50079 0.46867
N 1.04003 0.47763 -0.42177
C -0.34495 0.56053 -0.86956
C -1.35516 0.46222 0.36864
C -1.61844 1.81140 1.01761
O -0.77392 2.50003 1.52627
H 0.49582 -1.97923 -1.15400
H 1.83515 -2.80028 -0.52266
H 0.45796 -2.31783 0.54136
H 1.35265 1.34360 -0.00998
H -0.56127 1.42976 -1.47359
H -0.44092 -0.35147 -1.47733
H -2.26024 -0.06824 0.07848
H -0.81067 -0.10225 1.11254
H -2.66140 2.19303 1.12166

Values from the calculation:
- frontier orbital gap (eV) = 10.0973
- DFT total energy (eV) = -10915.4995

***

DFT (the ωB97M-V functional and the def2-TZVPD basis) results for 2 unconnected molecules or ions with the total composition C7H14NOP.

Element x y z (Å)
C 0.68532 -1.53114 2.10793
P 1.61148 -0.37188 1.25682
C 1.73404 -1.07345 -0.48920
O 1.02857 -1.91811 -1.01386
N 2.66291 -0.35122 -1.20106
C 2.79173 -0.38080 -2.68248
H 0.37742 -1.36779 3.20904
H 0.34250 -2.37842 1.70137
H 3.28805 0.27222 -0.57462
H 3.64960 -0.95617 -3.14911
H 1.78249 -0.84258 -2.82918
H 2.82620 0.64373 -2.97412
C -1.67031 1.86385 2.04732
C -1.85645 1.98246 0.80061
C -1.51313 0.79987 -0.06088
C -2.49205 -0.31657 -0.16461
H -2.02321 2.54540 2.75292
H -1.21244 0.94034 2.33392
H -2.26596 2.91534 0.34054
H -1.27511 1.21001 -1.06869
H -0.61139 0.31213 0.31065
H -3.29424 -0.14177 -0.89326
H -2.71133 -0.68487 0.90854
H -1.85471 -1.17058 -0.66859

Values from the calculation:
- frontier orbital gap (eV) = 8.8691
- DFT total energy (eV) = -20309.1863